{
  "formula": "C19H54BrLi2O15Sn",
  "method": "wB97M-V/def2-TZVPD",
  "total_charge": 1,
  "spin_multiplicity": 1,
  "homo_ev": -10.696,
  "lumo_energy_ev": -6.3585,
  "max_force_ev_per_a": 3.2,
  "species": ["Sn", "Li", "Li", "Br", "C", "C", "O", "H", "H", "H", "H", "H", "C", "C", "O", "H", "H", "H", "H", "H", "C", "C", "C", "O", "H", "H", "H", "H", "H", "H", "H", "H", "C", "C", "O", "O", "H", "H", "H", "H", "H", "H", "C", "C", "O", "O", "H", "H", "H", "H", "H", "H", "C", "C", "O", "O", "H", "H", "H", "H", "H", "H", "C", "C", "O", "O", "H", "H", "H", "H", "H", "H", "C", "C", "O", "O", "H", "H", "H", "H", "H", "H", "C", "C", "O", "O", "H", "H", "H", "H", "H", "H"],
  "xyz": [[1.973811, -1.370968, 4.087648], [-0.259569, -0.363308, 0.697388], [1.848761, -2.251868, -0.577732], [-1.430509, 0.359712, 2.835058], [2.478901, 0.792092, -0.708562], [2.841901, -0.023158, 0.476458], [1.739341, -0.719088, 1.005868], [3.230421, 1.408862, -1.201412], [1.592091, 1.303102, -0.333672], [2.148441, 0.121132, -1.501482], [3.339281, 0.588702, 1.229018], [3.642191, -0.628298, 0.050518], [-1.393279, -3.602438, 1.086548], [-0.668609, -3.457508, -0.169352], [-0.390089, -2.177158, -0.615622], [-0.730269, -3.196708, 1.850688], [-1.454489, -4.647588, 1.389898], [-2.327469, -3.042248, 1.126248], [-1.223899, -4.037138, -0.906762], [0.233331, -4.069308, -0.186652], [-3.772249, 1.206102, -0.275682], [-2.517089, 1.523742, -0.995552], [-1.821759, 2.831872, -0.696962], [-1.550539, 0.530462, -1.003402], [-3.695669, 1.398402, 0.794488], [-3.990689, 0.152102, -0.447382], [-4.622949, 1.742742, -0.695702], [-2.749809, 1.613512, -2.056632], [-0.838849, 2.897842, -1.163472], [-1.716529, 2.941722, 0.382368], [-2.351209, 3.717372, -1.048632], [-1.979659, -0.252898, -1.355242], [0.841001, 5.345302, 1.243618], [0.703141, 3.859852, 1.558578], [-0.277439, 3.694092, 2.552428], [-0.333899, 5.901922, 0.621168], [1.606661, 5.418352, 0.471268], [0.989271, 6.004892, 2.098628], [1.696321, 3.485912, 1.807278], [0.421341, 3.228682, 0.715788], [-0.165469, 2.810952, 2.911768], [-1.100429, 5.944952, 1.197518], [2.867251, -4.584878, -1.412682], [3.199191, -3.920398, -2.683912], [2.436691, -2.674848, -2.760202], [3.215761, -3.676828, -0.287682], [3.476921, -5.470158, -1.231852], [1.805321, -4.823138, -1.473042], [2.957341, -4.528668, -3.555462], [4.272751, -3.733118, -2.706112], [2.229991, -2.486538, -3.678582], [3.809471, -4.148238, 0.301278], [-1.552089, -1.975878, -3.846682], [-3.031999, -1.861208, -3.327582], [-3.028329, -1.798408, -1.840802], [-0.761499, -0.848358, -3.495392], [-1.569299, -2.044928, -4.934352], [-1.053009, -2.874688, -3.484512], [-3.674419, -2.721978, -3.513252], [-3.441899, -0.979028, -3.819352], [-2.195899, -2.052608, -1.435782], [-0.465319, -1.005338, -2.595822], [3.216681, 3.329562, -3.284582], [1.871751, 3.677012, -2.587712], [1.851151, 5.067762, -2.553012], [4.432241, 3.719832, -2.689502], [3.209781, 3.842282, -4.246442], [3.285511, 2.244692, -3.364652], [1.879111, 3.270132, -1.576532], [0.969501, 3.264602, -3.039332], [1.006031, 5.462412, -2.325812], [4.277521, 4.526652, -2.192812], [2.596041, 2.561872, 5.007598], [3.472481, 1.936672, 3.944288], [4.088501, 0.780242, 4.369658], [1.442361, 1.662642, 5.174168], [2.023691, 3.439502, 4.707158], [2.992561, 2.987652, 5.929328], [4.324601, 2.562992, 3.680258], [2.956421, 1.764262, 2.999798], [5.027121, 0.904112, 4.528538], [0.951041, 1.941752, 5.950248], [-5.401809, -3.756078, 2.652838], [-4.929009, -4.100958, 1.193518], [-5.304089, -2.967198, 0.361258], [-6.731559, -4.140178, 2.775768], [-5.192109, -2.697408, 2.805658], [-4.885429, -4.440638, 3.325768], [-5.341149, -5.054608, 0.863658], [-3.873839, -4.374108, 1.183098], [-4.573449, -2.583248, -0.128992], [-7.102409, -3.607728, 2.068258]],
  "forces_ev_per_angstrom": [[-1.101, 2.136, -1.956], [-0.235, -0.484, -0.738], [-1.014, 0.422, 0.140], [1.266, -0.634, 0.445], [-1.719, 0.116, -0.372], [1.478, -0.228, 0.249], [0.496, -0.611, 1.013], [0.130, 0.223, 0.711], [-0.082, 0.882, -0.781], [-0.295, -0.124, -0.152], [0.010, 0.266, 0.193], [0.370, -1.110, 0.617], [0.597, 0.282, 2.012], [0.463, -0.428, -2.478], [0.381, 0.841, 0.367], [-0.065, 0.510, 0.541], [-0.634, -0.130, -0.249], [0.016, -0.236, -0.030], [-0.642, 0.010, -0.706], [0.749, -0.367, 0.720], [-0.557, -0.413, 0.574], [0.201, 1.906, -2.603], [-0.121, 0.431, 0.871], [1.621, -1.142, 1.652], [-0.085, -0.056, 0.097], [-0.076, -0.091, 0.198], [0.101, 0.261, 0.129], [-0.624, 0.097, -0.379], [0.031, -0.331, -0.035], [0.192, 0.129, 0.160], [-0.351, -0.165, 0.012], [-0.177, -0.480, -0.116], [-1.567, -0.066, -0.893], [-0.069, 0.444, -0.076], [0.387, 0.128, 0.604], [0.292, -0.291, -0.818], [0.229, 0.390, 0.222], [0.824, -0.579, 0.334], [0.342, -0.005, 0.686], [-0.052, 0.525, -0.605], [-0.467, -0.356, 0.143], [0.221, -0.271, 0.400], [0.412, -0.173, 1.042], [0.372, 1.230, -1.050], [0.620, -0.864, 0.746], [-0.917, -0.326, -0.936], [-0.312, -0.216, -0.479], [-0.088, -0.018, 0.840], [-0.088, -0.279, 0.196], [0.063, 0.391, -0.162], [-0.115, 0.147, -0.004], [-0.112, 0.104, -0.024], [-0.858, -0.138, 0.072], [1.838, -0.723, 1.362], [-1.187, 1.016, -1.281], [-0.357, -0.224, -0.394], [-0.076, 0.113, -0.069], [-0.209, -0.261, 0.207], [0.310, -0.048, -0.632], [-0.245, 0.256, 0.714], [1.078, -0.410, -0.171], [0.140, -0.004, 0.468], [-0.999, -0.291, -0.623], [1.097, -0.250, 0.558], [0.217, 1.356, -0.016], [-0.170, 0.020, 1.211], [-0.389, -0.462, -0.398], [-0.125, -0.022, -0.477], [0.089, -0.042, 0.338], [0.287, -0.230, -0.662], [-0.177, -0.295, 0.136], [0.026, 0.318, -0.030], [-2.587, 0.703, -0.520], [0.802, 2.362, -0.201], [-0.253, -3.060, 0.695], [1.300, -1.011, 0.242], [0.782, 0.486, -1.221], [0.785, -1.210, 0.318], [-0.503, 0.922, -0.093], [-0.501, -0.100, 0.196], [-0.052, -0.065, 0.055], [-0.232, -0.067, 0.108], [1.525, -2.002, -1.490], [0.342, 0.921, 0.721], [-0.113, -1.140, 0.458], [-0.863, 0.911, -0.108], [-0.063, 0.027, 0.384], [0.466, 0.472, 0.290], [-0.907, 0.284, -0.164], [0.271, 0.817, -0.068], [0.324, -0.212, -0.136], [-1.112, -0.118, -0.051]],
  "mulliken_charge": [1.2414, 0.4237, 0.6054, -0.6432, -0.1603, -0.5521, -0.5853, 0.5217, -0.3188, 0.0968, 0.1748, 0.2773, -1.1363, 0.0722, 0.0239, -0.0244, 0.5118, 0.0692, 0.2520, 0.0824, -1.2213, 0.8032, -0.8476, 0.0133, 0.2209, 0.2399, 0.3899, 0.1686, -0.1799, 0.2047, 0.4796, -0.0464, -0.8043, 1.2090, -0.5438, -0.5471, 0.2843, 0.3586, -0.0186, -0.6314, 0.2321, 0.3105, -0.4335, -0.3816, -0.4075, -0.5520, 0.5917, 0.0617, 0.4730, 0.2345, 0.2401, 0.2441, -0.2180, -0.5305, -0.3994, -0.4620, 0.4696, 0.0989, 0.3760, 0.2828, -0.0105, 0.1475, -0.6611, 0.1282, -0.5949, -0.5099, 0.3960, 0.3224, -0.1461, 0.4098, 0.3211, 0.3282, -0.3284, 0.0067, -0.5152, -0.4371, 0.2562, 0.4207, 0.4834, -0.3159, 0.3254, 0.2608, -0.4590, 0.1641, -0.5659, -0.5321, 0.2681, 0.3568, 0.3253, -0.1944, 0.3166, 0.3391]
}

---

{
  "formula": "C6H3FN2O2",
  "method": "wB97M-V/def2-TZVPD",
  "e_above_lowest_kcal_mol": 65.8,
  "spin_multiplicity": 1,
  "homo_ev": [-10.669, -10.670],
  "lumo_energy_ev": [-3.0212, -3.0215],
  "max_force_ev_per_a": 5.0,
  "species": ["C", "C", "C", "C", "C", "C", "N", "N", "O", "O", "F", "H", "H", "H"],
  "xyz": [[2.674787, -1.044489, -0.995475], [1.903334, -0.322101, -0.442974], [-0.412054, 0.299203, 1.780175], [-0.336322, 1.007764, -0.638284], [-1.612373, -0.961594, 0.172023], [0.310310, 0.954768, 0.700178], [-1.286232, -0.635788, 1.554425], [-1.217196, -0.090966, -0.792597], [-0.050850, 1.804261, -1.499196], [-2.141055, -2.002875, -0.133459], [1.133032, 1.971235, 1.063177], [3.116236, -1.494962, -1.917167], [-0.313625, 0.657505, 2.775765], [-1.767995, -0.141964, -1.626585]],
  "forces_ev_per_angstrom": [[1.175, -1.302, -2.961], [-3.249, 2.168, 3.146], [-1.501, -2.037, -1.067], [-0.083, -0.192, -1.353], [0.842, -1.831, 0.967], [4.036, -0.003, -1.008], [0.524, 1.389, -0.419], [0.490, 2.312, -0.139], [-0.781, -0.551, 0.830], [-0.167, 0.782, 0.694], [-1.734, -1.239, -0.518], [-0.221, 0.400, 1.725], [0.522, 0.137, 0.795], [0.148, -0.033, -0.690]],
  "nbo_charge": [-0.3782, -0.0903, 0.0290, 0.5910, 0.7441, 0.4552, -0.3442, -0.6462, -0.4954, -0.5084, -0.2792, 0.2556, 0.2279, 0.4390]
}

---

{
  "formula": "C19H26N4O3",
  "method": "wB97M-V/def2-TZVPD",
  "e_above_lowest_kcal_mol": 439.8,
  "spin_multiplicity": 1,
  "homo_ev": -6.728,
  "lumo_energy_ev": 0.5617,
  "max_force_ev_per_a": 13.7,
  "species": ["C", "H", "H", "O", "C", "C", "C", "C", "C", "C", "N", "C", "C", "N", "C", "H", "C", "N", "C", "O", "C", "N", "C", "O", "C", "H", "H", "C", "H", "H", "C", "H", "H", "H", "H", "H", "H", "C", "C", "H", "H", "H", "H", "H", "H", "H", "H", "H", "H", "H", "H", "H"],
  "xyz": [[-2.059651, 4.697082, 1.782440], [-2.133067, 4.688822, 2.752503], [-2.950011, 4.364916, 1.247154], [-1.209239, 3.711275, 1.248017], [0.033847, 3.914028, 1.420186], [0.619999, 4.894364, 2.432688], [1.926839, 4.975915, 2.771719], [2.961765, 4.032993, 1.941943], [2.437702, 3.024598, 1.214572], [0.960233, 2.819440, 1.006701], [0.665115, 1.841927, 0.281453], [-0.488281, 1.140773, 0.647067], [-0.260380, -0.137058, 1.260428], [0.759954, -1.055059, 0.519231], [1.094717, -2.228139, 0.908694], [0.186487, -2.647751, 1.737424], [1.195263, -3.287089, -0.097953], [0.227796, -3.248843, -0.985117], [0.400638, -2.616639, -2.286378], [1.276213, -1.967734, -2.543690], [-1.072701, -2.531113, -2.837908], [-1.716943, -3.444139, -1.632201], [-0.900978, -3.770167, -0.680818], [-1.294597, -4.290192, 0.462113], [-2.926199, -2.959049, -1.843531], [-3.525692, -3.416722, -0.731988], [-3.950256, -3.338723, -2.493545], [-2.845022, -1.541980, -1.768310], [-2.709791, -1.039934, -0.658767], [-3.987876, -1.019249, -1.980230], [-1.784920, -1.308804, -2.840215], [-2.318572, -1.052874, -3.899563], [-1.228848, -0.481594, -2.572707], [-1.165448, -3.000258, -3.797462], [1.400462, -4.243966, 0.316763], [2.452648, -3.138057, -0.599479], [1.997696, -2.190802, 1.521764], [1.779293, -0.312482, 0.269343], [1.367771, 1.064789, -0.615943], [2.284037, 1.702469, -0.844367], [0.600752, 0.670457, -1.417324], [2.422622, -0.775411, -0.429120], [2.472507, 0.117507, 0.930137], [-1.089775, -0.741396, 1.751634], [0.563925, 0.194478, 2.277610], [-1.353854, 1.501930, 1.266246], [-1.348360, 0.682049, -0.201867], [2.879600, 2.138536, 0.816724], [4.080430, 4.012774, 2.108787], [2.542845, 5.794332, 3.320843], [0.114963, 5.568563, 2.762243], [-1.663223, 5.728642, 1.287786]],
  "forces_ev_per_angstrom": [[0.478, 1.811, -8.193], [-0.224, 0.081, 5.437], [-0.672, 0.902, 0.662], [-3.039, -0.321, -0.260], [8.095, -1.379, 2.739], [4.704, -8.539, -5.386], [5.742, -1.501, -2.911], [-1.357, 1.418, 2.800], [-3.699, -0.081, 0.156], [3.601, 9.329, 4.020], [-5.925, -3.951, -2.710], [-7.010, -2.452, -1.640], [5.195, -3.545, 5.141], [-8.613, 5.580, -0.506], [-1.876, -7.271, 7.472], [2.419, 1.008, -2.165], [9.100, 0.057, 1.028], [2.917, 0.362, -4.577], [-8.412, -1.964, 3.409], [6.803, 3.667, -2.504], [4.012, -5.090, 1.812], [1.075, 0.222, -8.650], [-5.540, -2.450, 6.534], [2.035, 1.642, -4.387], [-11.042, -4.301, 6.800], [1.195, 1.538, -2.660], [3.836, 0.335, 0.531], [-4.552, 5.555, 1.488], [0.613, -1.589, -2.730], [3.270, -1.371, 0.057], [-3.561, 3.080, -1.993], [1.355, -0.758, 2.517], [1.486, 1.839, 0.275], [0.014, -0.978, -0.187], [-0.460, -0.852, 0.699], [-3.896, -0.199, 0.616], [0.334, -0.483, 0.337], [4.724, 6.220, -6.623], [1.734, -2.377, -0.149], [-1.121, -1.473, -0.871], [1.957, 1.081, 0.849], [0.989, -1.011, -0.928], [0.505, 0.220, 2.598], [0.836, 0.921, -1.155], [-2.465, -0.893, -1.996], [1.734, 1.079, -0.220], [2.609, 1.903, 0.531], [1.503, 0.220, 0.057], [-1.518, 0.512, 0.031], [-2.008, -1.376, -0.706], [-6.580, 7.588, 3.929], [-1.297, -1.966, 1.583]],
  "nbo_charge": [-0.2305, 0.1723, 0.2017, -0.5005, 0.2599, -0.2728, -0.2272, -0.2152, -0.2594, 0.1665, -0.4698, -0.2459, -0.2051, -0.5098, -0.2001, 0.1982, -0.1706, -0.5198, 0.7431, -0.4895, -0.1566, -0.4239, 0.7873, -0.6676, -0.2575, 0.2161, 0.2438, -0.4161, 0.2297, 0.2175, -0.4551, 0.2248, 0.2415, 0.2360, 0.2356, 0.1736, 0.1782, -0.2103, -0.2084, 0.2257, 0.2089, 0.2035, 0.1678, 0.2476, 0.1226, 0.2720, 0.1563, 0.1944, 0.2137, 0.2250, 0.1742, 0.1742]
}

---

{
  "formula": "ClMg",
  "method": "wB97M-V/def2-TZVPD",
  "total_charge": 1,
  "e_above_lowest_kcal_mol": 0.5,
  "spin_multiplicity": 1,
  "homo_ev": -16.031,
  "lumo_energy_ev": -8.1820,
  "max_force_ev_per_a": 0.9,
  "species": ["Mg", "Cl"],
  "xyz": [[-0.717042, -0.688169, -0.438018], [0.717042, 0.688169, 0.438018]],
  "forces_ev_per_angstrom": [[0.599, 0.576, 0.365], [-0.599, -0.576, -0.365]],
  "nbo_charge": [1.7416, -0.7416]
}